DFT (ωB97M-V with the def2-TZVPD basis set) results for C48H52F3HgN7O6PS as an isolated structure in a non-equilibrium geometry.

Computed properties:
spin multiplicity: 2
HOMO level (spin up / spin down): 0.2 / -1.5 eV
electronic energy: -105786.611 eV
total charge: -2
⟨S²⟩: 0.7629

Structure (XYZ):
```
119
C48H52F3HgN7O6PS | the OMol25 dataset | ωB97M-V with the def2-TZVPD basis set
Hg 14.777 10.520 10.426
N 15.856 11.723 13.410
P 16.855 11.248 12.062
C 17.615 12.871 11.806
C 18.591 13.396 12.672
C 19.181 14.637 12.373
C 18.762 15.402 11.280
C 17.747 14.903 10.465
C 17.190 13.638 10.714
C 18.065 10.374 13.132
C 17.604 9.620 14.219
C 18.500 9.072 15.141
C 19.876 9.256 14.994
C 20.345 9.969 13.887
C 19.459 10.504 12.945
C 14.601 12.268 13.266
C 14.224 13.205 14.305
C 12.910 13.671 14.365
C 12.062 13.374 13.314
C 12.583 12.706 12.096
N 13.790 11.879 12.312
H 16.385 12.030 14.234
H 18.928 12.879 13.591
H 19.954 15.018 13.046
H 19.234 16.369 11.060
H 17.370 15.496 9.622
H 16.433 13.246 10.025
H 16.540 9.435 14.371
H 18.098 8.512 15.990
H 20.572 8.861 15.738
H 21.415 10.111 13.732
H 19.863 11.056 12.087
H 14.965 13.471 15.071
H 12.571 14.272 15.225
H 11.010 13.659 13.274
H 12.860 13.443 11.318
O 16.534 6.528 10.819
C 15.725 7.441 10.646
O 16.120 8.709 10.529
H 14.645 7.222 10.643
O 13.379 9.126 11.712
S 12.572 9.782 12.909
C 11.496 8.336 13.275
C 12.379 7.405 14.075
C 13.087 8.284 15.139
C 13.608 9.533 14.421
H 11.067 7.945 12.334
H 10.694 8.732 13.921
H 13.130 6.904 13.422
H 11.768 6.605 14.523
H 13.901 7.746 15.671
H 12.360 8.569 15.926
H 14.637 9.385 14.060
H 13.555 10.451 15.051
N 10.972 5.457 6.016
C 11.522 6.279 6.643
C 12.199 7.311 7.384
C 13.485 7.711 7.017
C 14.090 8.730 7.751
N 13.472 9.311 8.803
C 12.219 8.914 9.153
C 11.543 7.923 8.461
H 13.990 7.245 6.164
H 15.073 9.113 7.461
H 11.754 9.453 9.967
H 10.536 7.592 8.736
F 11.215 14.999 5.294
C 11.816 15.577 6.410
F 12.794 16.448 5.936
F 10.859 16.324 7.056
C 12.421 14.505 7.302
C 12.066 13.150 7.198
C 12.657 12.246 8.076
N 13.519 12.590 9.042
C 13.859 13.887 9.127
C 13.340 14.874 8.308
H 11.388 12.773 6.423
H 12.416 11.187 7.943
H 14.566 14.184 9.922
H 13.674 15.919 8.466
C 17.994 8.143 7.799
C 19.300 8.772 8.325
C 19.256 10.306 8.370
C 20.561 10.893 8.899
C 20.586 12.428 9.001
C 19.084 10.839 6.921
O 19.964 10.814 6.067
N 17.801 11.343 6.630
C 16.696 11.434 7.448
O 15.595 11.764 7.003
N 16.894 11.148 8.805
C 18.080 10.766 9.298
O 18.374 10.692 10.528
H 18.084 7.042 7.751
H 17.736 8.454 6.767
H 17.135 8.337 8.462
H 20.159 8.476 7.687
H 19.536 8.395 9.345
H 21.372 10.572 8.213
H 20.770 10.457 9.895
H 20.482 12.934 8.015
H 21.563 12.772 9.401
H 19.815 12.832 9.676
H 17.646 11.639 5.665
C 8.202 10.999 12.202
C 8.961 11.147 10.876
C 8.980 9.812 10.130
C 8.344 12.264 10.006
C 10.343 11.555 11.189
C 11.438 11.931 11.542
H 7.134 10.735 12.044
H 8.206 11.951 12.775
H 8.639 10.212 12.868
H 7.934 9.484 9.913
H 9.453 8.990 10.714
H 9.482 9.867 9.139
H 7.291 12.044 9.741
H 8.906 12.395 9.068
H 8.353 13.247 10.529
```

DFT (ωB97M-V with the def2-TZVPD basis set) results for C48H52I2KN8O4P as an isolated structure in a non-equilibrium geometry.

Computed properties:
HOMO level: -1.7 eV
electronic energy: -112549.799 eV
total charge: -2

Structure (XYZ):
```
116
C48H52I2KN8O4P | the OMol25 dataset | ωB97M-V with the def2-TZVPD basis set
K -0.219 0.155 0.485
O -0.154 1.485 -2.026
C 0.529 2.621 -2.262
C 1.494 2.779 -3.269
C 2.064 4.011 -3.558
C 1.705 5.137 -2.834
C 0.810 4.983 -1.789
C 0.230 3.757 -1.463
C -0.574 3.749 -0.230
N -0.743 2.720 0.494
N -1.343 2.973 1.709
C -1.025 2.111 2.666
O -0.206 1.155 2.632
C -1.683 2.441 3.992
C -2.674 3.411 4.124
C -3.228 3.682 5.368
C -2.794 2.994 6.496
C -1.801 2.031 6.372
C -1.253 1.757 5.124
H 1.784 1.927 -3.862
H 2.775 4.078 -4.373
H 2.115 6.111 -3.072
H 0.550 5.842 -1.178
H -0.897 4.725 0.145
H -3.000 3.936 3.236
H -4.007 4.430 5.460
H -3.227 3.213 7.466
H -1.461 1.490 7.248
H -0.482 1.006 4.995
C 2.989 -1.469 4.071
N 3.249 -0.155 3.530
C 4.569 0.359 3.834
C 2.631 0.213 2.328
N 2.090 -0.604 1.496
C 2.603 -1.875 1.230
C 3.964 -1.972 0.992
C 4.569 -3.163 0.560
C 3.802 -4.265 0.330
C 2.401 -4.225 0.544
C 1.640 -5.385 0.260
C 0.289 -5.377 0.423
C -0.340 -4.250 0.962
C 0.359 -3.116 1.332
N -0.347 -2.081 1.944
C -1.180 -2.342 2.900
N -1.080 -3.410 3.819
C -2.219 -4.308 3.902
C 0.178 -4.099 4.016
N -2.243 -1.533 3.153
C -2.811 -1.355 4.475
C -2.847 -0.701 2.115
C 1.772 -3.043 1.044
N 2.641 1.568 2.124
C 2.441 2.103 0.786
C 2.357 2.500 3.199
H 3.128 -1.435 5.156
H 3.643 -2.244 3.657
H 1.955 -1.728 3.858
H 5.341 -0.379 3.577
H 4.654 0.587 4.901
H 4.756 1.266 3.266
H 4.562 -1.075 1.110
H 5.641 -3.190 0.400
H 4.243 -5.186 -0.033
H 2.153 -6.252 -0.140
H -0.307 -6.240 0.148
H -1.416 -4.237 1.090
H -3.116 -3.820 3.530
H -2.389 -4.618 4.939
H -2.043 -5.210 3.300
H 1.009 -3.420 3.864
H 0.311 -4.948 3.338
H 0.212 -4.468 5.047
H -3.787 -1.846 4.566
H -2.957 -0.289 4.653
H -2.140 -1.753 5.232
H -2.526 -1.053 1.140
H -2.578 0.349 2.228
H -3.934 -0.772 2.169
H 3.226 2.834 0.563
H 1.474 2.590 0.699
H 2.494 1.293 0.060
H 3.190 3.199 3.348
H 2.170 1.958 4.122
H 1.459 3.073 2.958
O 0.307 -3.236 -1.787
C -0.160 -2.158 -2.074
O 0.015 -1.025 -1.413
C -1.023 -1.826 -3.270
P -0.720 0.013 -2.917
C 1.007 -0.245 -3.699
C 2.167 -0.325 -2.928
C 3.409 -0.555 -3.504
C 3.524 -0.710 -4.880
C 2.380 -0.640 -5.665
C 1.139 -0.421 -5.076
C -1.492 0.805 -4.451
C -1.170 2.055 -4.973
C -1.890 2.611 -6.028
C -2.959 1.931 -6.588
C -3.302 0.684 -6.079
C -2.582 0.141 -5.027
H -2.033 -2.191 -3.092
H -0.631 -2.264 -4.184
H 2.105 -0.184 -1.857
H 4.289 -0.611 -2.873
H 4.492 -0.882 -5.336
H 2.452 -0.752 -6.741
H 0.261 -0.367 -5.708
H -0.341 2.619 -4.578
H -1.609 3.589 -6.402
H -3.529 2.371 -7.399
H -4.146 0.141 -6.489
H -2.878 -0.823 -4.633
I -2.873 0.242 -1.646
I -5.937 0.192 -0.119
```